A structure of composition C31H28F5N3O2PS4TeTi. Source: the OMol25 dataset; level of theory: ωB97M-V/def2-TZVPD.

Geometry (Å):
Ti1 -0.2090 -0.9134 0.2774
O1 2.3295 -1.5609 0.3117
N1 1.7679 -0.6337 -0.5543
C1 2.4544 -0.2336 -1.5442
C2 2.0604 0.7767 -2.5260
C3 3.0875 1.1665 -3.3890
C4 2.8926 2.1607 -4.3297
C5 1.6579 2.7840 -4.4111
C6 0.6300 2.3960 -3.5638
C7 0.8016 1.3855 -2.6226
P1 -0.6371 0.9915 -1.5546
C8 -1.9731 0.7326 -2.7828
C9 -1.6537 0.4179 -4.1054
C10 -2.6477 0.1597 -5.0355
C11 -3.9826 0.2079 -4.6646
C12 -4.3136 0.5008 -3.3516
C13 -3.3202 0.7521 -2.4167
C14 -0.9022 2.6076 -0.7357
C15 -2.1360 2.9847 -0.2096
C16 -2.2628 4.1546 0.5277
C17 -1.1600 4.9610 0.7571
C18 0.0758 4.5921 0.2443
C19 0.2049 3.4237 -0.4889
H1 3.1294 -1.9476 -0.0815
H2 3.4629 -0.6335 -1.6521
H3 4.0552 0.6851 -3.3119
H4 3.6992 2.4481 -4.9901
H5 1.4886 3.5704 -5.1347
H6 -0.3323 2.8869 -3.6401
H7 -0.6230 0.3545 -4.4227
H8 -2.3727 -0.0839 -6.0534
H9 -4.7586 0.0092 -5.3920
H10 -5.3503 0.5254 -3.0429
H11 -3.6179 0.9245 -1.3965
H12 -3.0140 2.3781 -0.3568
H13 -3.2316 4.4312 0.9229
H14 -1.2615 5.8714 1.3330
H15 0.9451 5.2129 0.4183
H16 1.1832 3.1504 -0.8624
O2 -3.2354 1.8384 5.5415
C20 -2.7095 1.4353 4.5510
S1 -3.5724 0.5319 3.2739
C21 -2.2124 0.4003 2.1906
C22 -1.0543 0.9779 2.5664
S2 0.4361 0.8862 1.6637
S3 -1.0203 1.7958 4.1091
S4 -2.4591 -0.4486 0.6795
F1 0.7175 -3.1963 -1.4253
C23 -0.2683 -2.2227 -1.5627
F2 0.0483 -1.5977 -2.7465
C24 -1.5605 -3.0145 -1.8414
F3 -1.9314 -3.6722 -0.7276
F4 -2.5532 -2.1879 -2.1749
F5 -1.4046 -3.9078 -2.8151
N2 -0.7427 -5.4301 4.6217
C25 -0.5131 -4.4715 3.7064
C26 -0.2464 -4.7831 2.3643
C27 -0.0371 -3.7768 1.4650
N3 -0.0667 -2.4600 1.7815
C28 -0.2782 -2.1692 3.0890
C29 -0.5014 -3.1097 4.0528
H17 -0.7742 -6.3988 4.3605
H18 -0.9583 -5.1954 5.5737
H19 -0.2017 -5.8114 2.0308
H20 0.1829 -4.0232 0.4402
H21 -0.2413 -1.1275 3.3638
H22 -0.6523 -2.7950 5.0768
C30 5.1297 -0.7703 4.6316
Te1 3.2560 -0.3148 3.7253
C31 4.1327 0.8518 2.1709
H23 5.6241 0.1454 4.9447
H24 5.7527 -1.3230 3.9339
H25 4.9302 -1.3876 5.5050
H26 4.9455 0.2873 1.7172
H27 4.5076 1.7912 2.5678
H28 3.3652 1.0563 1.4262

- energy above the lowest of the compared OMol25 structures with the same formula, charge and spin (kcal per mole) = 19.9
- total charge = +1
- Kohn-Sham gap (eV) = 5.7
- F_max (Eh/bohr) = 0.016
- HOMO (hartree) = -0.362

How positive or negative is each atom? The Löwdin charges in e answer that:
1 Ti 0.5863
2 O -0.0665
3 N -0.1526
4 C -0.0352
5 C -0.1856
6 C -0.0157
7 C -0.0406
8 C -0.0296
9 C -0.0808
10 C -0.3019
11 P 1.0709
12 C -0.3347
13 C -0.1002
14 C -0.0570
15 C -0.0621
16 C -0.0611
17 C -0.1179
18 C -0.3661
19 C -0.0895
20 C -0.0577
21 C -0.0626
22 C -0.0636
23 C -0.1222
24 H 0.1302
25 H 0.1522
26 H 0.1197
27 H 0.1174
28 H 0.1197
29 H 0.1276
30 H 0.1013
31 H 0.1121
32 H 0.1115
33 H 0.1131
34 H 0.0472
35 H 0.0775
36 H 0.1143
37 H 0.1118
38 H 0.1116
39 H 0.1050
40 O -0.0167
41 C -0.9742
42 S 1.0042
43 C -1.0931
44 C -1.0996
45 S 0.6383
46 S 0.9970
47 S 0.6799
48 F 0.0064
49 C -0.3952
50 F 0.0221
51 C -0.6063
52 F 0.1322
53 F 0.1538
54 F 0.1813
55 N 0.1615
56 C -0.2894
57 C 0.0176
58 C -0.1068
59 N -0.0603
60 C -0.1383
61 C 0.0216
62 H 0.1170
63 H 0.1172
64 H 0.1249
65 H 0.1015
66 H 0.0676
67 H 0.1264
68 C -0.4782
69 Te 1.0937
70 C -0.4752
71 H 0.0006
72 H -0.0034
73 H -0.0082
74 H 0.0015
75 H 0.0040
76 H -0.0517

=====

The molecule C21H18ClF3N2O4. Source: the OMol25 dataset; level of theory: ωB97M-V/def2-TZVPD.

Geometry (Å):
C1 4.2170 2.8088 0.6996
N1 3.3528 2.0249 -0.1507
C2 3.9710 1.3225 -1.2650
C3 4.3686 -0.1067 -0.8589
O1 5.5253 -0.4262 -0.6947
N2 3.2833 -0.8989 -0.6932
C4 3.2349 -2.2310 -0.2881
C5 4.3731 -3.0168 -0.1230
C6 4.2643 -4.3379 0.2695
C7 3.0225 -4.9024 0.5033
C8 1.8798 -4.1365 0.3467
C9 1.9861 -2.8144 -0.0430
Cl1 0.5398 -1.8670 -0.2268
C10 2.0223 1.9149 -0.0011
O2 1.3450 1.1871 -0.7084
C11 1.3708 2.7413 1.1105
O3 -0.0215 2.5220 1.0597
C12 -0.6421 3.0566 -0.0147
O4 -0.1253 3.8807 -0.7279
C13 -2.0073 2.5421 -0.1901
C14 -2.4054 1.3798 0.3377
C15 -3.7046 0.7543 0.1595
C16 -3.8539 -0.5941 0.4967
C17 -5.0654 -1.2359 0.3401
C18 -6.1554 -0.5287 -0.1526
C19 -7.4817 -1.2201 -0.2837
F1 -8.2990 -0.6294 -1.1674
F2 -8.1530 -1.2469 0.8867
F3 -7.3627 -2.5007 -0.6699
C20 -6.0320 0.8158 -0.4809
C21 -4.8146 1.4479 -0.3287
H1 4.2552 3.8507 0.3691
H2 3.8796 2.7787 1.7337
H3 5.2202 2.3879 0.6567
H4 4.8644 1.8633 -1.5783
H5 3.2536 1.2848 -2.0895
H6 2.3707 -0.4599 -0.8337
H7 5.3390 -2.5763 -0.3055
H8 5.1591 -4.9288 0.3904
H9 2.9375 -5.9342 0.8067
H10 0.9040 -4.5598 0.5255
H11 1.6939 2.4036 2.0971
H12 1.6001 3.8043 0.9703
H13 -2.6232 3.1311 -0.8527
H14 -1.6953 0.8199 0.9316
H15 -3.0046 -1.1425 0.8756
H16 -5.1722 -2.2794 0.5947
H17 -6.8866 1.3577 -0.8562
H18 -4.7286 2.4935 -0.5767

- SMILES string = CN(CC(=O)Nc1ccccc1Cl)C(=O)COC(=O)/C=C/c1ccc(C(F)(F)F)cc1
- Kohn-Sham gap (eV) = 8.3
- F_max (Eh/bohr) = 0.013
- HOMO (hartree) = -0.319

How positive or negative is each atom? The Löwdin charges in e answer that:
1 C -0.0216
2 N -0.0844
3 C -0.0430
4 C -0.4310
5 O 0.0752
6 N 0.1290
7 C -0.2288
8 C -0.0064
9 C -0.0784
10 C -0.0926
11 C -0.1126
12 C -0.5735
13 Cl 0.7293
14 C -0.4109
15 O 0.0350
16 C -0.0728
17 O -0.0032
18 C -0.4911
19 O 0.1231
20 C 0.0355
21 C -0.0057
22 C -0.1997
23 C -0.0085
24 C 0.0001
25 C -0.1170
26 C -0.5883
27 F 0.1387
28 F 0.1382
29 F 0.1389
30 C 0.0011
31 C -0.0050
32 H 0.1024
33 H 0.0894
34 H 0.0994
35 H 0.1343
36 H 0.1371
37 H 0.0654
38 H 0.1009
39 H 0.1046
40 H 0.1019
41 H 0.1019
42 H 0.1411
43 H 0.1401
44 H 0.1185
45 H 0.1215
46 H 0.1133
47 H 0.1244
48 H 0.1225
49 H 0.1117

=====

A cluster of 6 separate species, C28H46N6O9PS in total at a distorted geometry. Source: the OMol25 dataset; level of theory: ωB97M-V/def2-TZVPD.

Geometry (Å):
O1 1.0260 -0.9633 -1.5351
C1 0.2963 -0.1821 -0.9923
O2 -1.0492 -0.5999 -0.7478
O3 -1.2223 -0.8177 0.6374
C2 -1.8937 0.2046 1.2596
O4 -1.6386 0.4195 2.4173
C3 -2.9906 1.0336 0.6013
C4 -4.0734 1.3653 1.4105
C5 -5.0758 2.1446 0.8883
N1 -5.0414 2.5807 -0.3685
P1 -6.3225 3.6413 -1.0390
S1 -7.8632 3.7979 0.0788
C6 -4.0262 2.2570 -1.1951
C7 -3.0103 1.4868 -0.7199
C8 0.7964 1.1896 -0.6464
C9 1.8228 1.3549 0.2705
C10 2.3234 2.5928 0.5903
C11 1.8113 3.7487 0.0134
C12 0.7945 3.5888 -0.9137
C13 0.3005 2.3440 -1.2361
H1 -4.1550 1.0560 2.4481
H2 -5.9412 2.4395 1.4809
H3 -6.5539 3.1826 -2.3582
H4 -5.6692 4.8904 -1.1811
H5 -4.0297 2.6138 -2.2230
H6 -2.1938 1.2110 -1.3724
H7 2.2923 0.5015 0.7596
H8 3.1410 2.7138 1.3084
H9 2.1944 4.7404 0.2336
H10 0.3639 4.4638 -1.4012
H11 -0.4826 2.3249 -1.9957
C14 -1.9923 -4.0240 4.5026
O5 -2.2842 -5.0728 5.0387
N2 -1.2749 -3.0347 5.0707
C15 -0.9690 -1.8066 4.3643
C16 -0.7972 -3.2095 6.4331
H12 -2.3057 -3.7921 3.4688
H13 0.1141 -1.6881 4.2897
H14 -1.3869 -0.9598 4.9133
H15 -1.3926 -1.8261 3.3649
H16 -0.1555 -4.0895 6.4843
H17 -1.6459 -3.3633 7.1008
H18 -0.2388 -2.3315 6.7488
C17 3.3602 2.4590 4.2914
O6 3.4134 2.1443 3.1109
N3 4.4235 2.6724 5.0774
C18 4.2894 3.0447 6.4743
C19 5.7555 2.5258 4.5102
H19 2.3996 2.5947 4.8137
H20 4.7676 4.0113 6.6407
H21 4.7737 2.2924 7.0990
H22 3.2399 3.1153 6.7530
H23 5.8756 3.2196 3.6776
H24 5.8812 1.5102 4.1336
H25 6.5083 2.7303 5.2669
C20 0.3761 -1.1206 -6.6966
O7 0.4068 -1.4586 -7.8606
N4 1.4568 -0.9341 -5.9113
C21 1.3381 -0.5314 -4.5264
C22 2.7806 -1.1450 -6.4781
H26 -0.5774 -0.9342 -6.1688
H27 1.8563 0.4209 -4.3823
H28 1.7933 -1.2885 -3.8875
H29 0.2915 -0.4137 -4.2470
H30 2.9245 -0.4714 -7.3227
H31 2.8592 -2.1742 -6.8346
H32 3.5456 -0.9578 -5.7269
C23 -7.0764 -2.3175 5.4836
O8 -8.2488 -2.2681 5.7924
N5 -6.3569 -3.4470 5.3353
C24 -4.9567 -3.4229 4.9619
C25 -7.0076 -4.7285 5.5570
H33 -6.4854 -1.4026 5.2924
H34 -4.8209 -3.9660 4.0240
H35 -4.3630 -3.9003 5.7406
H36 -4.6147 -2.3954 4.8321
H37 -7.8464 -4.8353 4.8682
H38 -7.3918 -4.7704 6.5765
H39 -6.2996 -5.5386 5.3997
C26 5.2328 0.8868 -9.0750
O9 4.0567 0.9203 -8.7630
N6 5.9435 -0.2342 -9.3035
C27 7.3448 -0.1953 -9.6751
C28 5.2838 -1.5230 -9.1744
H40 5.8268 1.8073 -9.2015
H41 7.4775 -0.6713 -10.6486
H42 7.9350 -0.7327 -8.9299
H43 7.6973 0.8326 -9.7323
H44 4.4437 -1.5749 -9.8683
H45 4.9000 -1.6364 -8.1608
H46 5.9855 -2.3251 -9.3901

- energy above the lowest of the compared OMol25 structures with the same formula, charge and spin (kcal per mole) = 0.0
- total charge = +1
- Kohn-Sham gap (eV) = 4.9
- F_max (Eh/bohr) = 0.049
- HOMO (hartree) = -0.381

How positive or negative is each atom? The Löwdin charges in e answer that:
1 O 0.1961
2 C -0.3278
3 O 0.0089
4 O 0.0893
5 C -0.3511
6 O 0.1723
7 C -0.0162
8 C 0.0690
9 C -0.0529
10 N -0.2068
11 P 0.3989
12 S 0.2765
13 C -0.0468
14 C 0.0439
15 C -0.1479
16 C -0.0072
17 C -0.0576
18 C -0.0442
19 C -0.0823
20 C -0.0609
21 H 0.1494
22 H 0.1040
23 H 0.0132
24 H 0.0090
25 H 0.1445
26 H 0.1046
27 H 0.1367
28 H 0.0851
29 H 0.1150
30 H 0.1105
31 H 0.1082
32 C -0.3918
33 O 0.0156
34 N -0.1896
35 C -0.0624
36 C -0.0313
37 H 0.1334
38 H 0.0979
39 H 0.0900
40 H 0.0556
41 H 0.0966
42 H 0.0927
43 H 0.0866
44 C -0.3246
45 O -0.0207
46 N -0.1935
47 C -0.0489
48 C -0.0301
49 H 0.1369
50 H 0.0931
51 H 0.0932
52 H 0.0839
53 H 0.0947
54 H 0.0953
55 H 0.0897
56 C -0.3639
57 O 0.0237
58 N -0.1933
59 C -0.0753
60 C -0.0456
61 H 0.1255
62 H 0.0936
63 H 0.0811
64 H 0.0709
65 H 0.0656
66 H 0.0935
67 H 0.0914
68 C -0.3707
69 O 0.0172
70 N -0.1961
71 C -0.0712
72 C -0.0318
73 H 0.1234
74 H 0.0914
75 H 0.0836
76 H 0.0782
77 H 0.0938
78 H 0.0957
79 H 0.0906
80 C -0.3459
81 O 0.0041
82 N -0.1966
83 C -0.0569
84 C -0.0298
85 H 0.1325
86 H 0.0909
87 H 0.0895
88 H 0.0829
89 H 0.1023
90 H 0.0715
91 H 0.0889